The following is a quantum chemistry calculation of a structure of composition C42H37F8N2O4S2SbTa in a non-equilibrium geometry, from OMol25.

Properties
Lowest unoccupied orbital energy in eV: -9.3486
Energy relative to the best compared isomer or geometry (same formula, charge and spin) in kcal per mole: 13.2
Total charge: +3
Max |F| in eV/A: 1.36

Each line ends with the Mulliken charge.
CARTESIAN COORDINATES (ANGSTROEM)
1 Ta -0.50275 0.74742 0.36578  0.82
2 C -1.36141 -7.24019 3.21261  -1.42
3 C -1.37262 -5.81058 2.76946  0.89
4 C -2.38432 -4.93713 3.18069  -1.00
5 C -2.40036 -3.61946 2.77251  -0.65
6 C -1.37255 -3.18246 1.93431  -0.32
7 C -0.33843 -4.02474 1.50358  -0.03
8 C -0.35578 -5.33234 1.92461  -1.02
9 S -1.36526 -1.55056 1.44856  2.03
10 O -2.59286 -0.84458 1.74026  -0.67
11 O -1.00402 -1.36294 -0.00576  -0.07
12 N -0.10847 -0.63209 1.96065  0.41
13 C -0.35248 0.27741 3.01973  0.57
14 C -0.18981 0.15322 4.37272  -1.02
15 C -0.51641 1.26921 5.13851  -0.44
16 C -0.96403 2.44003 4.53148  -0.99
17 C -1.07593 2.49285 3.15742  -0.21
18 N -0.77352 1.41179 2.42376  0.08
19 H -2.22538 -7.48261 3.82602  0.37
20 H -0.45833 -7.44999 3.78892  0.36
21 H -1.34949 -7.90542 2.34730  0.37
22 H -3.17340 -5.30141 3.82558  0.39
23 H -3.18917 -2.94526 3.08103  0.56
24 H 0.43874 -3.65782 0.84029  0.03
25 H 0.42257 -6.01053 1.59711  0.54
26 H 0.17478 -0.76594 4.81049  0.62
27 H -0.41989 1.22694 6.21601  0.54
28 H -1.22512 3.30722 5.12110  0.49
29 H -1.41568 3.37607 2.63662  0.54
30 F 0.38324 7.79126 -0.65597  -0.24
31 C 0.39359 6.49611 -0.43563  0.67
32 C -0.79041 5.83030 -0.15738  0.33
33 F -1.94084 6.47994 -0.11262  -0.28
34 C -0.75515 4.47233 0.06626  -0.27
35 F -1.89502 3.79854 0.33760  -0.41
36 C 0.43117 3.74937 0.02003  0.36
37 O 0.40610 2.40790 0.23552  0.41
38 C 1.60712 4.43004 -0.25881  -0.37
39 F 2.75788 3.76838 -0.31337  -0.21
40 C 1.58865 5.79279 -0.48532  0.14
41 F 2.71370 6.42521 -0.75354  -0.25
42 C -4.44898 3.47881 -3.87118  -1.23
43 C -5.01237 2.66893 -2.70876  -0.43
44 C -3.98344 2.41729 -1.59580  -0.25
45 S -2.91132 1.08873 -2.15810  0.38
46 O -1.71040 1.09226 -1.10228  -0.56
47 C -3.90171 -0.37887 -1.74961  -0.32
48 C -3.82751 -1.40355 -2.87523  -0.74
49 C -2.42673 -1.96416 -3.08804  -0.59
50 H -5.21703 3.64334 -4.62433  0.40
51 H -3.61609 2.97066 -4.36403  0.31
52 H -4.10240 4.45624 -3.53210  0.34
53 H -5.43170 1.71982 -3.06162  0.28
54 H -5.84868 3.19102 -2.24228  0.43
55 H -4.42578 2.11178 -0.64664  0.42
56 H -3.33182 3.27877 -1.44684  0.09
57 H -4.91378 -0.01049 -1.57896  0.61
58 H -3.49865 -0.74650 -0.80368  -0.02
59 H -4.21149 -0.95967 -3.79672  0.32
60 H -4.52284 -2.20389 -2.61532  0.44
61 H -1.71906 -1.17889 -3.38004  0.28
62 H -2.42834 -2.69983 -3.89028  0.43
63 H -2.05509 -2.44554 -2.18124  -0.01
64 F 4.47138 3.47772 -4.87280  -0.29
65 C 3.94816 2.69033 -3.94502  0.17
66 C 4.79101 1.89377 -3.18838  -0.77
67 C 4.23617 1.08109 -2.21446  -0.45
68 C 2.85678 1.08157 -2.01179  0.51
69 C 2.02909 1.88477 -2.79085  -0.47
70 C 2.57330 2.69826 -3.76808  -0.70
71 Sb 2.06647 -0.14622 -0.51985  1.30
72 C 3.25371 0.06197 1.19228  0.85
73 C 3.20542 -0.91496 2.18787  -0.59
74 C 3.95010 -0.76436 3.34390  -0.68
75 C 4.72619 0.37631 3.48843  0.03
76 F 5.43796 0.52393 4.59712  -0.31
77 C 4.78767 1.36053 2.51769  -0.64
78 C 4.04016 1.20050 1.36270  -0.81
79 C 2.10089 -2.17594 -1.04216  0.41
80 C 1.12132 -2.70335 -1.88109  -0.48
81 C 1.17675 -4.03113 -2.26460  -0.53
82 C 2.22352 -4.81212 -1.79968  0.13
83 F 2.27240 -6.08791 -2.15954  -0.31
84 C 3.21723 -4.30945 -0.97815  -0.80
85 C 3.15407 -2.97708 -0.60178  -0.50
86 H 5.85757 1.92096 -3.36839  0.50
87 H 4.89250 0.45993 -1.61421  0.46
88 H 0.95521 1.89113 -2.64049  0.38
89 H 1.96166 3.33431 -4.39401  0.52
90 H 2.59872 -1.80358 2.06434  0.48
91 H 3.95761 -1.51493 4.12300  0.56
92 H 5.42475 2.22185 2.66914  0.54
93 H 4.10125 1.95236 0.58844  0.42
94 H 0.30809 -2.08777 -2.24426  0.35
95 H 0.43677 -4.46955 -2.92113  0.53
96 H 4.02573 -4.95309 -0.65784  0.53
97 H 3.93693 -2.57435 0.02858  0.45